Entry from the OMol25 dataset: a molecular structure, C3H10N3O (ωB97M-V/def2-TZVPD).

Structure (XYZ):
```
17
Properties=species:S:1:pos:R:3:forces:R:3:lowdin_charge:R:1
C 1.68574 -1.69104 -0.77420 -0.233 0.133 -0.533 -0.178
N 1.06895 0.91216 -0.35796 -0.253 -0.467 -0.226 0.033
C 0.58698 0.22004 -1.48604 0.241 0.454 0.646 -0.338
N 0.84108 -0.99459 -1.74632 -0.110 -0.169 -0.010 -0.054
H 1.82485 -2.71656 -1.12776 -0.003 0.050 0.216 0.049
H 1.24543 -1.67266 0.21838 -0.083 -0.200 0.206 0.053
H 2.65323 -1.19944 -0.69051 0.235 0.072 0.041 0.058
H 0.91413 1.90508 -0.44125 -0.342 0.065 -0.113 0.055
H 0.51240 0.61760 0.48478 0.711 0.083 0.122 0.020
H -0.07146 0.77678 -2.14697 0.099 -0.016 -0.303 0.094
N -0.25083 0.21459 2.16583 -0.404 0.504 -0.997 -0.119
C -1.88701 0.31727 1.19841 0.770 -0.983 1.638 -0.478
O -1.85552 1.08262 0.22071 0.040 0.599 -0.635 -0.215
H -0.47099 0.87630 2.89556 0.194 0.108 0.316 -0.045
H -0.08048 -0.67857 2.61309 -0.216 -0.241 0.097 -0.041
H -1.92329 -0.78297 1.07002 -0.239 -0.071 -0.260 0.057
H -2.41525 0.60370 2.13239 -0.407 0.081 -0.203 0.050
```
Positions in Å, forces in eV/Å.

Orbital gap: 7.7 eV
Calculated total energy: -9789.916 eV
ΔE to the lowest compared entry with this formula, charge and spin: 1.900 eV
Lowest unoccupied orbital energy: 4.297 eV
Net charge: -1